This record from the Open Molecules 2025 dataset describes C56H124F2HfN7O16S2 as an isolated structure in a non-equilibrium geometry. The level of theory is the ωB97M-V functional and the def2-TZVPD basis.

ORCA input file:
```
! RIJCOSX wB97M-V def2-TZVPD def2/J DEFGRID3
* xyz 5 1
Hf 19.090 14.965 18.717
N 20.162 16.827 18.106
S 19.756 18.519 18.320
O 19.992 19.306 17.192
O 19.934 18.958 19.654
F 18.154 18.107 18.273
S 21.720 16.961 17.156
O 22.656 17.826 17.847
O 21.448 16.869 15.769
F 22.255 15.480 17.657
C 13.158 8.463 18.159
C 12.900 9.557 19.127
C 13.843 10.738 19.022
C 13.406 11.698 17.927
N 14.312 12.805 17.569
C 13.580 13.711 16.671
C 14.675 14.418 15.925
C 15.775 13.320 15.603
C 15.551 12.262 16.720
C 14.779 13.444 18.830
H 13.160 8.872 17.162
H 12.375 7.690 18.300
H 14.120 7.994 18.371
H 12.909 9.236 20.172
H 11.884 9.887 18.992
H 14.837 10.351 18.766
H 13.839 11.177 20.033
H 12.442 12.159 18.175
H 13.279 11.158 16.982
H 12.836 14.293 17.219
H 13.064 13.067 15.964
H 15.201 15.057 16.627
H 14.269 15.024 15.120
H 16.789 13.720 15.672
H 15.686 12.855 14.625
H 16.328 12.297 17.476
H 15.368 11.250 16.377
H 15.565 12.845 19.264
H 13.945 13.532 19.517
H 15.191 14.436 18.577
C 24.571 14.940 13.326
C 24.457 13.516 13.752
C 22.986 13.063 13.704
C 22.794 11.564 14.051
N 21.318 11.114 14.194
C 20.501 11.853 13.231
C 19.045 11.590 13.594
C 19.086 11.472 15.164
C 20.589 11.376 15.494
C 21.338 9.607 13.823
H 24.508 15.707 14.128
H 23.752 15.071 12.608
H 25.440 15.133 12.737
H 24.870 13.433 14.742
H 25.013 12.870 13.105
H 22.759 13.313 12.687
H 22.373 13.642 14.402
H 23.098 11.434 15.071
H 23.317 10.877 13.410
H 20.793 11.561 12.232
H 20.696 12.875 13.410
H 18.529 10.769 13.127
H 18.521 12.521 13.315
H 18.577 10.603 15.599
H 18.685 12.349 15.671
H 20.789 10.556 16.217
H 21.003 12.275 15.907
H 22.071 9.097 14.456
H 21.563 9.533 12.797
H 20.397 9.221 14.178
C 13.469 15.214 23.010
C 14.806 14.509 22.639
C 15.944 14.696 23.768
C 17.122 13.815 23.337
N 17.999 13.342 24.483
C 18.552 14.513 25.290
C 19.625 15.182 24.434
C 20.131 14.014 23.580
C 19.270 12.755 23.959
C 17.221 12.343 25.278
H 12.624 15.246 22.288
H 13.729 16.238 23.236
H 13.051 14.698 23.883
H 15.255 14.910 21.704
H 14.649 13.421 22.454
H 15.518 14.406 24.737
H 16.232 15.724 23.936
H 17.741 14.371 22.656
H 16.720 12.929 22.834
H 19.057 14.019 26.159
H 17.751 15.187 25.589
H 20.388 15.668 25.015
H 19.230 15.942 23.744
H 21.146 13.806 23.868
H 20.076 14.226 22.494
H 19.717 12.286 24.844
H 19.081 12.076 23.142
H 16.272 12.753 25.595
H 17.822 12.035 26.134
H 17.046 11.506 24.625
C 19.028 22.270 23.554
C 19.364 20.785 23.359
C 20.883 20.584 23.055
C 21.153 19.132 22.689
N 22.604 18.740 22.420
C 23.151 19.431 21.189
C 24.337 18.544 20.745
C 23.915 17.175 21.076
C 22.666 17.268 21.961
C 23.489 18.859 23.592
H 17.961 22.428 23.753
H 19.308 22.816 22.618
H 19.655 22.753 24.330
H 18.802 20.420 22.482
H 19.119 20.212 24.261
H 21.470 20.925 23.911
H 21.146 21.258 22.222
H 20.661 18.876 21.787
H 20.797 18.460 23.479
H 23.422 20.507 21.365
H 22.342 19.369 20.425
H 25.271 18.829 21.237
H 24.485 18.674 19.703
H 24.661 16.628 21.590
H 23.618 16.710 20.153
H 22.667 16.577 22.824
H 21.765 17.072 21.388
H 23.774 19.893 23.679
H 24.362 18.221 23.403
H 22.953 18.541 24.503
C 12.618 17.475 19.307
O 11.288 17.027 19.006
C 10.340 18.079 19.013
C 9.050 17.395 18.621
N 8.867 16.141 19.370
H 7.975 15.738 19.047
H 9.635 15.435 19.179
C 8.804 16.185 20.894
C 8.967 14.775 21.382
O 10.102 14.283 20.684
C 10.245 12.890 20.987
H 13.186 16.583 19.366
H 12.628 18.010 20.280
H 12.916 18.146 18.459
H 10.596 18.882 18.322
H 10.216 18.421 20.029
H 8.968 17.181 17.544
H 8.166 18.042 18.881
H 7.848 16.581 21.201
H 9.582 16.903 21.212
H 8.096 14.201 21.092
H 9.057 14.727 22.450
H 9.302 12.442 20.722
H 10.470 12.815 22.055
H 11.029 12.537 20.360
C 13.179 22.530 8.998
O 14.341 22.272 9.852
C 14.739 20.921 9.996
C 15.757 21.001 11.114
N 15.283 21.857 12.262
H 16.046 22.216 12.858
H 14.832 22.623 11.776
C 14.261 21.283 13.136
C 14.885 20.239 14.023
O 15.982 20.850 14.637
C 16.904 19.899 15.284
H 13.389 22.146 7.998
H 13.066 23.621 9.038
H 12.292 22.057 9.399
H 15.221 20.500 9.090
H 13.934 20.191 10.239
H 16.579 21.566 10.707
H 16.015 19.997 11.468
H 13.498 20.830 12.513
H 13.763 22.134 13.620
H 15.126 19.419 13.351
H 14.146 19.750 14.681
H 17.853 20.451 15.284
H 17.023 18.966 14.706
H 16.611 19.731 16.297
C 18.733 16.130 14.806
C 18.831 15.292 16.105
O 17.863 15.330 16.927
O 19.826 14.701 16.584
H 19.211 17.091 15.031
H 17.650 16.247 14.594
H 19.315 15.738 13.967
C 22.473 13.000 20.376
C 21.432 13.836 19.665
O 20.865 13.546 18.554
O 20.973 14.898 20.171
H 23.515 12.972 20.081
H 22.039 11.983 20.163
H 22.439 13.263 21.401
C 17.856 11.127 20.072
C 18.292 12.601 19.858
O 18.144 13.024 18.673
O 18.732 13.393 20.708
H 18.732 10.542 20.239
H 17.269 10.723 19.231
H 17.296 10.870 20.974
C 16.731 17.154 21.331
C 17.585 16.354 20.343
O 18.808 16.445 20.438
O 17.055 15.547 19.461
H 15.705 16.914 21.369
H 16.837 18.171 20.907
H 17.251 17.204 22.284
*
```

Computed properties:
- M: 1432.26 g/mol
- E_tot: -4837.952107 Ha
- Lowest unoccupied orbital energy: -8.45 eV

---

This record from the Open Molecules 2025 dataset describes a 8-piece molecular cluster, C56H126N8O3 overall in a non-equilibrium geometry. The level of theory is the ωB97M-V functional and the def2-TZVPD basis.

ORCA input file:
```
! RIJCOSX wB97M-V def2-TZVPD def2/J DEFGRID3
* xyz 6 1
C 11.386 10.138 -3.995
C 10.186 11.050 -3.584
C 10.568 12.299 -2.842
N 9.376 13.343 -2.539
C 8.934 14.035 -3.818
C 8.155 12.672 -1.902
C 7.440 13.760 -1.101
C 8.499 14.782 -0.631
C 9.782 14.336 -1.431
H 12.009 10.707 -4.684
H 11.069 9.209 -4.469
H 12.024 9.741 -3.206
H 9.469 10.480 -2.993
H 9.845 11.373 -4.568
H 11.387 12.848 -3.306
H 10.918 12.021 -1.849
H 8.556 13.313 -4.541
H 9.895 14.497 -4.040
H 8.124 14.750 -3.677
H 7.469 12.164 -2.580
H 8.496 11.994 -1.120
H 6.592 14.139 -1.672
H 6.931 13.343 -0.232
H 8.139 15.769 -0.924
H 8.476 14.863 0.456
H 10.236 15.201 -1.915
H 10.584 13.999 -0.775
C 9.909 21.660 -2.126
C 11.221 22.018 -2.912
C 12.223 20.791 -2.906
N 13.662 21.180 -3.397
C 13.636 21.612 -4.876
C 14.605 19.932 -3.322
C 15.987 20.471 -2.961
C 15.840 22.054 -2.837
C 14.368 22.145 -2.465
H 9.320 20.999 -2.762
H 9.437 22.634 -2.003
H 10.084 21.198 -1.154
H 11.622 22.923 -2.456
H 11.038 22.211 -3.969
H 11.914 19.961 -3.542
H 12.334 20.316 -1.932
H 13.141 20.841 -5.467
H 14.696 21.683 -5.119
H 13.278 22.634 -4.994
H 14.600 19.421 -4.284
H 14.171 19.223 -2.617
H 16.766 20.227 -3.684
H 16.109 20.204 -1.911
H 15.904 22.634 -3.757
H 16.526 22.465 -2.096
H 13.929 23.131 -2.617
H 14.205 21.767 -1.455
C 12.758 17.059 -5.874
C 13.306 17.249 -7.272
C 13.877 15.969 -7.965
N 14.250 16.210 -9.507
C 15.401 17.183 -9.546
C 13.005 16.606 -10.389
C 13.035 15.740 -11.626
C 14.400 15.024 -11.609
C 14.673 14.865 -10.145
H 12.496 18.087 -5.624
H 13.599 16.692 -5.287
H 11.901 16.395 -5.766
H 14.100 17.990 -7.168
H 12.524 17.657 -7.912
H 13.183 15.134 -8.058
H 14.703 15.435 -7.495
H 15.134 18.125 -9.068
H 15.687 17.381 -10.579
H 16.213 16.746 -8.965
H 13.106 17.681 -10.539
H 12.165 16.381 -9.732
H 12.846 16.340 -12.516
H 12.188 15.054 -11.666
H 15.133 15.670 -12.094
H 14.371 14.020 -12.032
H 15.721 14.681 -9.911
H 14.138 14.033 -9.689
C 14.256 13.832 -3.901
C 15.444 14.784 -3.658
C 15.955 14.616 -2.161
N 17.246 15.415 -1.828
C 18.394 14.879 -2.744
C 17.080 16.940 -1.955
C 18.210 17.535 -1.078
C 18.457 16.450 -0.033
C 17.646 15.203 -0.357
H 14.111 13.677 -4.970
H 13.344 14.328 -3.569
H 14.327 12.886 -3.363
H 15.054 15.761 -3.942
H 16.244 14.585 -4.372
H 16.172 13.553 -2.058
H 15.227 14.784 -1.367
H 18.400 13.806 -2.555
H 19.361 15.272 -2.430
H 18.239 15.182 -3.780
H 17.086 17.234 -3.004
H 16.126 17.316 -1.584
H 19.049 17.756 -1.737
H 17.970 18.531 -0.707
H 19.500 16.137 -0.008
H 18.264 16.817 0.975
H 17.998 14.222 -0.037
H 16.674 15.152 0.133
C 8.877 15.676 3.393
C 10.406 15.536 3.449
C 11.114 14.775 2.339
N 12.652 14.696 2.538
C 13.287 16.083 2.503
C 13.200 13.977 1.277
C 13.839 12.714 1.807
C 13.167 12.448 3.117
C 13.024 13.801 3.741
H 8.476 16.064 2.456
H 8.475 16.263 4.219
H 8.413 14.702 3.550
H 10.690 15.082 4.399
H 10.814 16.544 3.518
H 10.927 15.316 1.411
H 10.647 13.790 2.317
H 14.367 15.947 2.458
H 12.969 16.590 3.414
H 12.865 16.699 1.709
H 13.976 14.611 0.849
H 12.430 13.654 0.575
H 14.835 13.085 2.048
H 13.595 11.879 1.152
H 13.837 11.814 3.698
H 12.284 11.857 2.873
H 13.962 14.247 4.073
H 12.283 13.801 4.541
C 8.988 17.791 -4.312
C 8.939 17.874 -5.882
C 8.606 16.539 -6.540
N 8.306 16.480 -8.095
C 7.127 17.458 -8.467
C 9.564 16.706 -9.034
C 9.252 16.053 -10.422
C 8.225 14.953 -10.142
C 8.009 15.008 -8.589
H 8.194 17.192 -3.866
H 8.847 18.746 -3.806
H 9.928 17.341 -3.994
H 9.793 18.378 -6.334
H 8.098 18.546 -6.058
H 7.717 16.101 -6.086
H 9.393 15.793 -6.425
H 6.305 17.081 -7.858
H 6.853 17.408 -9.521
H 7.495 18.436 -8.158
H 9.891 17.743 -9.113
H 10.355 16.106 -8.586
H 8.909 16.758 -11.179
H 10.179 15.659 -10.840
H 7.376 15.191 -10.782
H 8.612 13.985 -10.460
H 7.045 14.589 -8.299
H 8.759 14.387 -8.098
C 17.579 24.328 3.484
C 17.077 22.866 3.834
C 15.903 22.528 2.883
N 15.436 21.082 3.162
C 14.706 20.986 4.551
C 16.569 19.991 3.041
C 15.840 18.737 2.669
C 14.531 19.153 1.959
C 14.445 20.692 2.078
H 18.091 24.678 4.380
H 16.691 24.960 3.455
H 18.274 24.388 2.646
H 16.828 22.775 4.892
H 17.914 22.178 3.716
H 16.333 22.408 1.889
H 15.104 23.267 2.922
H 14.209 20.021 4.647
H 14.034 21.840 4.641
H 15.502 20.986 5.296
H 17.103 20.142 3.979
H 17.115 20.414 2.198
H 15.721 18.070 3.523
H 16.487 18.182 1.990
H 13.652 18.719 2.435
H 14.481 18.924 0.894
H 13.458 21.076 2.337
H 14.680 21.190 1.137
N 12.713 16.885 -1.556
O 12.519 15.735 -1.201
O 13.003 17.751 -0.777
O 12.435 17.286 -2.655
*
```

Computed properties:
- M: 959.68 g/mol
- Energy relative to the best compared isomer or geometry (same formula, charge and spin): 224.22 kJ/mol
- E_tot: -2870.577341 Ha
- Lowest unoccupied orbital energy: -11.00 eV

---

> What is the M in the first record?

1432.26 g/mol